Record 1
ORCA calculation (ωB97M-V/def2-TZVPD) on 40 unconnected molecules or ions with the total composition H80O40 at a distorted geometry.

Output
relative energy (zero: lowest compared OMol25 entry of this formula, charge and spin) = 1759.17 kJ/mol
E_HOMO = -10.582 eV
net charge = 0
frontier orbital gap = 10.0 eV
E_LUMO = -0.02223 Ha
strongest force on any atom = 14.27 eV/Å

Last columns: bonded neighbours and bond lengths (Å).
Cartesian coordinates (Å):
1 H -3.9187 -0.4324 -0.8900  O3 0.867
2 H -5.0032 0.3222 -0.3807  O3 0.909
3 O -4.6401 -0.0215 -1.1400  H1 0.867, H2 0.909
4 H 2.6099 -5.2946 -1.2330  O6 1.061
5 H 3.4277 -5.3308 0.1253  O6 0.969
6 O 3.0603 -5.9456 -0.5268  H4 1.061, H5 0.969
7 H -2.7374 5.1000 2.5453  O9 0.970
8 H -1.8072 4.2538 3.0243  O9 0.905
9 O -1.8510 5.1539 2.9363  H7 0.970, H8 0.905
10 H 2.8775 -1.4797 -4.3089  O12 0.890
11 H 2.2466 -2.6672 -3.9450  O12 0.816
12 O 2.2685 -1.8670 -3.7876  H10 0.890, H11 0.816
13 H -1.8545 0.0822 6.6484  O15 0.963
14 H -2.8076 -0.4134 5.5398  O15 0.916
15 O -2.6760 0.2383 6.1706  H13 0.963, H14 0.916
16 H -4.8248 -3.2274 3.3227  O17 0.994
17 O -3.9848 -2.9908 3.7996  H16 0.994, H95 1.070
18 H 3.5049 3.3231 1.1528  O19 0.955
19 O 3.9475 3.6861 0.3887  H18 0.955, H97 0.940
20 H 0.1974 2.9826 -2.6780  O22 1.017
21 H -0.5213 4.2640 -2.5236  O22 1.006
22 O 0.0213 3.6551 -1.9352  H20 1.017, H21 1.006
23 H 1.3244 0.5773 6.0437  O25 0.877
24 H 0.0999 1.3670 6.3918  O25 0.917
25 O 0.9871 1.3791 6.1585  H23 0.877, H24 0.917
26 H -1.3927 -1.1645 0.5616  O28 0.913
27 H -1.6970 -0.8604 -0.8153  O28 0.946
28 O -1.4160 -1.5701 -0.2559  H26 0.913, H27 0.946
29 H -5.1266 1.1472 -3.9651  O31 0.986
30 H -4.5349 1.0632 -2.5939  O31 1.024
31 O -4.4683 1.6502 -3.4307  H29 0.986, H30 1.024
32 H -5.2552 3.5604 1.6007  O33 0.878
33 O -5.7778 3.5767 0.8948  H32 0.878, H98 0.944
34 H 5.7762 1.2887 2.2925  O36 0.994
35 H 4.2940 1.0914 3.0844  O36 1.041
36 O 5.1854 0.6523 2.7752  H34 0.994, H35 1.041
37 H 0.6349 -0.2571 1.5402  O39 1.123
38 H 1.3101 1.3403 1.9483  O39 0.922
39 O 1.4718 0.4444 1.8028  H37 1.123, H38 0.922
40 H 1.1715 -0.1854 -1.6023  O42 0.867
41 H 1.7770 0.1765 -0.3472  O42 0.982
42 O 1.5053 0.5212 -1.2261  H40 0.867, H41 0.982
43 H 1.8690 -1.9286 2.7014  O45 0.940
44 H 3.1428 -1.6469 3.3391  O45 0.911
45 O 2.7023 -2.3137 2.9014  H43 0.940, H44 0.911
46 H 5.3859 1.0705 0.1087  O48 0.972
47 H 6.6152 0.7459 -0.8337  O48 1.023
48 O 6.2645 0.6542 0.1232  H46 0.972, H47 1.023
49 H -3.4308 -1.9774 -3.1530  O51 0.982
50 H -4.9764 -1.8520 -2.6699  O51 0.818
51 O -4.4084 -1.9749 -3.2459  H49 0.982, H50 0.818
52 H -5.5217 0.3983 1.9582  O53 0.921
53 O -4.8112 -0.1853 1.8970  H52 0.921, H94 0.964
54 H -1.3093 1.8925 -5.1412  O56 0.987
55 H 0.1418 2.0114 -4.4949  O56 0.975
56 O -0.7755 2.3380 -4.4403  H54 0.987, H55 0.975
57 H 6.1296 -1.1539 1.4025  O58 1.078
58 O 6.0162 -2.1629 1.7653  H57 1.078, H96 0.887
59 H 1.8952 2.2583 -2.1941  O61 0.879
60 H 3.2825 2.5228 -1.5557  O61 0.872
61 O 2.6091 2.7525 -2.0589  H59 0.879, H60 0.872
62 H -1.5226 -3.2386 0.6264  O64 1.027
63 H -1.7327 -2.8155 2.1326  O64 1.010
64 O -1.4355 -3.6080 1.5812  H62 1.027, H63 1.010
65 H -1.8839 -5.5389 -0.9739  O67 0.837
66 H -2.8616 -5.1380 -2.1049  O67 0.974
67 O -2.6784 -5.3690 -1.1764  H65 0.837, H66 0.974
68 H -0.1310 -2.8928 -1.6327  O70 0.964
69 H -0.7013 -3.9349 -2.3407  O70 0.913
70 O -0.3692 -3.1090 -2.5411  H68 0.964, H69 0.913
71 H 2.3686 -2.7621 0.9102  O73 0.999
72 H 2.5240 -4.2417 1.2790  O73 1.010
73 O 1.9963 -3.6521 0.6511  H71 0.999, H72 1.010
74 H -2.4595 0.9260 -3.4004  O76 1.071
75 H -2.3219 -0.3766 -4.1061  O76 0.962
76 O -1.6971 0.2471 -3.7230  H74 1.071, H75 0.962
77 H -3.4403 1.7884 1.6311  O79 0.888
78 H -2.0196 2.4512 1.0386  O79 0.915
79 O -2.6655 2.2219 1.6451  H77 0.888, H78 0.915
80 H -0.8623 2.6792 -1.0280  O82 1.044
81 H -1.6951 1.4748 -1.5700  O82 0.886
82 O -1.5403 1.9140 -0.8167  H80 1.044, H81 0.886
83 H -2.4684 0.5954 3.1244  O85 0.950
84 H -3.1574 -0.6514 3.3952  O85 0.934
85 O -2.4187 -0.3310 2.9211  H83 0.950, H84 0.934
86 H -1.2843 1.9104 2.5896  O88 1.015
87 H -1.2489 1.6909 4.2091  O88 0.945
88 O -0.7374 1.9077 3.4444  H86 1.015, H87 0.945
89 H 2.5619 3.3257 -4.7723  O90 0.951
90 O 2.5380 2.4615 -5.1686  H89 0.951, H99 0.974
91 H 0.1277 5.4601 -1.0077  O93 0.999
92 H 0.4373 5.7711 -2.4160  O93 0.906
93 O 0.1044 6.1927 -1.6862  H91 0.999, H92 0.906
94 H -5.0404 -0.9708 2.4074  O53 0.964
95 H -3.2557 -3.0963 3.0234  O17 1.070
96 H 5.1547 -2.2580 1.5755  O58 0.887
97 H 3.3828 4.0033 -0.2921  O19 0.940
98 H -5.4366 3.8938 0.0736  O33 0.944
99 H 1.9886 1.8924 -4.6000  O90 0.974
100 O -4.0643 3.6116 -2.0415  H101 1.010, H102 0.977
101 H -4.9959 3.4690 -2.4052  O100 1.010
102 H -3.5018 3.3238 -2.7867  O100 0.977
103 O 0.1787 -5.8215 -1.3427  H104 0.840, H105 1.052
104 H 0.5546 -6.1433 -2.0210  O103 0.840
105 H 1.0098 -5.9632 -0.7133  O103 1.052
106 O -3.8880 -3.9763 0.9910  H107 0.976, H108 0.869
107 H -3.2347 -4.4760 1.5157  O106 0.976
108 H -3.9397 -4.2235 0.1600  O106 0.869
109 O 3.6726 0.0487 0.4700  H110 0.931, H111 0.914
110 H 4.0631 -0.0060 -0.3730  O109 0.931
111 H 4.3289 -0.2329 1.0410  O109 0.914
112 O 4.3950 -0.8029 -4.9885  H113 0.990, H114 0.936
113 H 3.8659 0.0206 -5.1338  O112 0.990
114 H 4.8928 -0.6994 -4.2030  O112 0.936
115 O 3.0819 3.2270 3.2041  H116 0.992, H117 0.924
116 H 2.2520 2.7022 3.3453  O115 0.992
117 H 2.8680 3.9906 3.6793  O115 0.924
118 O 4.8465 -2.8208 -0.7864  H119 0.881, H120 0.962
119 H 5.3300 -2.2473 -1.2476  O118 0.881
120 H 4.0972 -2.5265 -0.2595  O118 0.962

Results of the Mulliken charge analysis, in e, for atoms 1 through 4:
1 H 0.20
2 H 0.11
3 O -0.49
4 H 0.34

***

Record 2
ORCA calculation (ωB97M-V/def2-TZVPD) on 40 unconnected molecules or ions with the total composition H80O40 at a distorted geometry.

Output
relative energy (zero: lowest compared OMol25 entry of this formula, charge and spin) = 786.47 kJ/mol
E_HOMO = -10.548 eV
net charge = 0
frontier orbital gap = 10.0 eV
E_LUMO = -0.01964 Ha
strongest force on any atom = 2.82 eV/Å

Last columns: bonded neighbours and bond lengths (Å).
Cartesian coordinates (Å):
1 H 3.5697 -0.2191 -0.3368  O3 0.981
2 H 2.3752 0.5293 -1.0498  O3 0.972
3 O 3.0657 -0.1437 -1.1748  H1 0.981, H2 0.972
4 H -1.2554 4.5878 -3.8213  O6 0.972
5 H -2.5057 4.8836 -3.3401  O6 0.973
6 O -1.6296 4.7510 -2.9392  H4 0.972, H5 0.973
7 H -2.4703 -4.0220 2.0943  O9 0.960
8 H -1.2930 -3.5857 1.4730  O9 0.973
9 O -2.0688 -3.1735 1.8922  H7 0.960, H8 0.973
10 H 1.4504 0.5294 -5.3001  O12 0.951
11 H 2.2764 0.4588 -3.8723  O12 0.956
12 O 1.8350 0.9689 -4.5491  H10 0.951, H11 0.956
13 H -3.6591 -1.5475 -5.3875  O15 0.964
14 H -4.4410 -1.0183 -4.2312  O15 0.965
15 O -3.6505 -0.8247 -4.7493  H13 0.964, H14 0.965
16 H -4.8812 0.3556 0.2391  O17 0.962
17 O -4.0028 0.1504 -0.0943  H16 0.962, H95 0.968
18 H 4.2000 -2.3122 -2.6187  O19 0.964
19 O 3.9970 -1.5138 -3.1200  H18 0.964, H97 0.971
20 H 0.0805 -6.3285 2.2270  O22 0.940
21 H -0.4819 -5.5012 3.6076  O22 0.953
22 O -0.4494 -5.6939 2.6753  H20 0.940, H21 0.953
23 H 0.7460 2.5807 2.1704  O25 0.959
24 H 0.0130 3.7224 2.8296  O25 0.966
25 O 0.6868 3.5379 2.1626  H23 0.959, H24 0.966
26 H -5.9150 -2.7561 -1.0106  O28 0.949
27 H -5.4303 -2.9024 -2.4776  O28 0.949
28 O -6.0749 -2.5000 -1.9100  H26 0.949, H27 0.949
29 H 1.9703 -3.1310 -2.0661  O31 0.973
30 H 0.6705 -3.2715 -1.5257  O31 0.982
31 O 1.4876 -3.8151 -1.5702  H29 0.973, H30 0.982
32 H -2.0022 2.7694 -4.7615  O33 0.962
33 O -2.7690 2.3074 -5.1147  H32 0.962, H98 0.961
34 H 5.9913 -0.8762 0.4068  O36 0.958
35 H 4.6243 -1.4926 0.6873  O36 0.959
36 O 5.1294 -1.0296 0.0167  H34 0.958, H35 0.959
37 H 2.6745 3.6904 -3.7871  O39 0.969
38 H 3.2046 4.2000 -2.5517  O39 0.967
39 O 2.5976 4.4900 -3.2459  H37 0.969, H38 0.967
40 H 2.5719 -0.9319 5.6738  O42 0.958
41 H 3.5972 -0.3123 4.7444  O42 0.963
42 O 3.5002 -0.9724 5.4392  H40 0.958, H41 0.963
43 H -0.7175 -1.5321 2.9470  O45 0.970
44 H 0.5612 -0.8336 2.9225  O45 0.965
45 O -0.3258 -0.7109 3.2828  H43 0.970, H44 0.965
46 H 2.1504 -2.9987 0.2148  O48 0.973
47 H 2.5010 -1.6547 -0.1731  O48 0.969
48 O 2.3815 -2.1576 0.6465  H46 0.973, H47 0.969
49 H 3.0602 -2.5501 4.5633  O51 0.967
50 H 2.6390 -2.5416 3.0552  O51 0.962
51 O 2.4085 -2.8754 3.9272  H49 0.967, H50 0.962
52 H 5.5193 0.2154 3.4426  O53 0.971
53 O 5.1937 0.3788 2.5424  H52 0.971, H94 0.968
54 H -4.6988 2.7255 2.8688  O56 0.959
55 H -4.6738 4.2650 3.2262  O56 0.959
56 O -4.1990 3.5416 2.8128  H54 0.959, H55 0.959
57 H 0.2145 -0.7980 -0.6462  O58 0.966
58 O -0.1921 -1.6256 -0.9337  H57 0.966, H96 0.954
59 H 3.0835 4.4590 1.8321  O61 0.957
60 H 2.5886 3.5138 3.0540  O61 0.959
61 O 3.2469 3.6918 2.3799  H59 0.957, H60 0.959
62 H -0.9056 5.9661 0.7413  O64 0.964
63 H -0.2144 5.1371 1.7196  O64 0.972
64 O -0.0207 5.8718 1.1132  H62 0.964, H63 0.972
65 H 0.2316 1.9186 -0.1485  O67 0.975
66 H -0.0718 1.9405 -1.5262  O67 0.991
67 O 0.7492 1.9806 -0.9724  H65 0.975, H66 0.991
68 H -2.8480 -4.6924 -0.3750  O70 0.963
69 H -2.0761 -6.1174 -0.2990  O70 0.952
70 O -2.4645 -5.3862 0.1717  H68 0.963, H69 0.952
71 H -2.9977 -2.5524 4.6911  O73 0.953
72 H -2.7326 -1.6877 3.4353  O73 0.956
73 O -3.4157 -2.0685 3.9845  H71 0.953, H72 0.956
74 H 1.5862 3.9244 4.9312  O76 0.970
75 H 0.5507 3.0829 5.5332  O76 0.968
76 O 0.9978 3.1953 4.6817  H74 0.970, H75 0.968
77 H -3.0931 0.1048 5.1627  O79 0.964
78 H -1.8202 0.5825 4.4645  O79 0.954
79 O -2.6772 0.8761 4.7620  H77 0.964, H78 0.954
80 H -1.0668 3.8432 0.2891  O82 0.956
81 H -1.0624 4.5938 -1.0978  O82 0.954
82 O -1.6036 4.2047 -0.4151  H80 0.956, H81 0.954
83 H -0.0123 -2.8181 -5.0422  O85 0.955
84 H -0.3240 -1.4271 -4.3849  O85 0.958
85 O -0.6942 -2.2646 -4.6670  H83 0.955, H84 0.958
86 H 3.2697 -1.3289 -4.7603  O88 0.977
87 H 2.4399 -2.1447 -5.7367  O88 0.959
88 O 2.3545 -1.4511 -5.0794  H86 0.977, H87 0.959
89 H 0.7807 2.3763 -3.9399  O90 0.962
90 O 0.2217 3.1592 -3.9325  H89 0.962, H99 0.931
91 H -1.4200 -0.0005 0.9848  O93 0.962
92 H -0.8989 1.2255 1.5605  O93 0.957
93 O -0.6090 0.5172 0.9857  H91 0.962, H92 0.957
94 H 4.4851 0.9645 2.8447  O53 0.968
95 H -4.2090 -0.3615 -0.8892  O17 0.968
96 H -1.0260 -1.7126 -0.4787  O58 0.954
97 H 4.3461 -0.9375 -2.4212  O19 0.971
98 H -2.9143 1.4887 -4.6324  O33 0.961
99 H 0.3360 3.6359 -3.1405  O90 0.931
100 O 3.1728 2.3641 -0.0166  H101 0.968, H102 0.968
101 H 2.6097 3.1147 -0.2545  O100 0.968
102 H 2.6910 2.2473 0.8143  O100 0.968
103 O 1.2228 -6.2429 -0.0451  H104 0.951, H105 0.950
104 H 1.7657 -5.5057 -0.3035  O103 0.951
105 H 1.3419 -6.7262 0.7640  O103 0.950
106 O 3.8973 2.2493 4.5658  H107 0.979, H108 0.959
107 H 4.0011 2.8805 3.8249  O106 0.979
108 H 3.0062 2.3872 4.8910  O106 0.959
109 O -3.1024 -3.8749 -3.8503  H110 0.964, H111 0.952
110 H -2.3889 -3.4442 -4.3358  O109 0.964
111 H -3.2293 -3.3330 -3.0773  O109 0.952
112 O -1.5551 1.7035 -2.4210  H113 0.967, H114 0.969
113 H -1.7642 2.6040 -2.7041  O112 0.967
114 H -1.4934 1.3397 -3.3167  O112 0.969
115 O -2.8217 1.6885 1.6147  H116 0.958, H117 0.969
116 H -2.8549 1.1819 2.4269  O115 0.958
117 H -3.4011 2.4583 1.5067  O115 0.969
118 O -3.4606 -2.9808 -0.7800  H119 0.958, H120 0.961
119 H -2.9079 -2.2566 -1.0773  O118 0.958
120 H -3.9765 -2.6435 -0.0427  O118 0.961

Results of the Mulliken charge analysis, in e, for atoms 1 through 4:
1 H 0.12
2 H 0.10
3 O -0.35
4 H 0.29